Entry 1:
The following is a DFT calculation (ωB97M-V with the def2-TZVPD basis set) of C4H8O2 as an isolated structure in a non-equilibrium geometry.

Output
LUMO level	0.6	eV
energy relative to the best compared isomer or geometry (same formula, charge and spin)	394.4	kJ/mol
electronic energy	-307.56223	hartree
charge	0

Each line ends with the Mulliken charge.
CARTESIAN COORDINATES (ANGSTROEM)
C  0.0122  -0.1043  -1.5711  -1.358
C  -0.6063  0.5708  -0.3533  0.307
C  -1.0797  -0.2181  0.6404  -0.292
O  -0.8679  -1.5325  0.8171  -0.523
C  0.4861  1.0759  0.7182  -0.584
O  1.5075  0.1237  1.0271  -0.519
H  0.3680  0.5903  -2.3462  0.323
H  0.8750  -0.7294  -1.2980  0.346
H  -0.7321  -0.7430  -2.0692  0.386
H  0.9262  1.7952  0.0657  0.321
H  -1.6205  0.2165  1.4730  0.448
H  -0.5547  -1.8808  -0.0265  0.393
H  0.1489  1.5721  1.6404  0.396
H  1.1374  -0.7367  1.2824  0.357

Force components x, y, z for each atom (eV/Å):
C 0.0 -0.1 0.1
C 0.4 -0.6 0.8
C -0.8 -0.6 0.0
O -1.0 -0.5 -0.3
C 0.2 1.1 -0.7
O -0.2 -0.1 -0.2
H -0.1 0.0 0.4
H 0.0 0.0 -0.1
H 0.1 0.1 0.1
H 1.1 0.8 0.1
H 0.4 -0.2 0.3
H 0.2 -0.2 -0.1
H -0.3 -0.2 -0.5
H 0.0 0.4 0.1

=====

Entry 2:
The following is a DFT calculation (ωB97M-V with the def2-TZVPD basis set) of a 11-piece molecular cluster, C40H102O11 overall in a non-equilibrium geometry.

Output
LUMO level	0.6	eV
SMILES	CC(C)O.CC(C)O.CCOCC.CCOCC.CCOCC.CCOCC.CCOCC.CCOCC.CCOCC.CCOCC.CCO
electronic energy	-2412.58392	hartree
charge	0

Each line ends with the Mulliken charge.
CARTESIAN COORDINATES (ANGSTROEM)
C  -3.5276  7.3912  0.3028  -1.343
C  -3.0474  6.1367  -0.4471  0.051
O  -3.9180  5.9564  -1.5083  -0.393
C  -3.4017  5.0940  -2.4992  0.490
C  -4.5500  4.7767  -3.3782  -1.054
H  -2.9619  7.6579  1.1956  0.390
H  -3.3836  8.2031  -0.4111  0.356
H  -4.5797  7.3437  0.5822  0.276
H  -2.0470  6.2778  -0.8625  0.299
H  -3.0874  5.2475  0.1863  0.193
H  -2.6325  5.6213  -3.0670  0.275
H  -3.0264  4.1876  -2.0196  -0.307
H  -4.0543  4.0490  -4.0275  0.136
H  -4.9294  5.5707  -4.0189  0.398
H  -5.3379  4.1528  -2.9565  0.287
C  -2.4514  -2.5952  -1.3296  -0.484
C  -3.6969  -2.8315  -2.2295  -0.678
O  -3.2981  -3.1295  -3.5790  -0.307
C  -4.3458  -3.2118  -4.5033  -0.153
C  -4.0099  -4.1669  -5.6233  -1.171
H  -2.7414  -2.9178  -0.3290  0.110
H  -1.6423  -3.2500  -1.6526  0.489
H  -2.1259  -1.5562  -1.2953  -0.033
H  -4.2355  -3.6637  -1.7736  0.457
H  -4.3023  -1.9266  -2.1496  0.349
H  -5.2349  -3.5842  -3.9883  0.316
H  -4.5561  -2.1794  -4.7915  0.195
H  -4.9479  -4.4680  -6.0890  0.357
H  -3.4309  -5.0132  -5.2559  0.303
H  -3.3907  -3.6428  -6.3520  0.279
C  8.6591  -0.9242  0.8586  -1.305
C  7.4971  -1.4630  1.7099  -0.004
O  7.5803  -2.8821  1.7492  -0.464
C  8.6484  -3.4474  2.5377  -0.256
C  8.5717  -4.9899  2.2963  -1.244
H  9.6293  -0.7326  1.3181  0.391
H  8.8864  -1.5995  0.0335  0.340
H  8.4019  0.0504  0.4406  0.383
H  7.4401  -1.0942  2.7361  0.465
H  6.4838  -1.3155  1.3351  -0.088
H  9.5868  -3.0334  2.1708  0.324
H  8.4645  -3.3374  3.6072  0.274
H  7.7203  -5.5815  2.6317  0.262
H  9.3367  -5.4905  2.8942  0.456
H  8.7988  -5.1910  1.2495  0.317
C  -1.0133  1.9029  -0.5056  -0.565
C  0.4170  1.9753  -0.1027  0.516
O  0.9716  0.6748  -0.0358  -0.236
C  2.2888  0.6380  0.5201  0.222
C  3.1447  -0.4150  -0.1440  -1.325
H  -1.5751  1.3143  0.2243  -0.222
H  -1.5672  2.8399  -0.5479  0.216
H  -1.1941  1.2477  -1.3597  0.164
H  0.9877  2.6901  -0.6996  0.299
H  0.4513  2.3655  0.9178  -0.286
H  2.8075  1.5714  0.2871  0.251
H  2.4399  0.5927  1.6010  0.231
H  2.7110  -1.4109  -0.2244  0.090
H  4.0231  -0.4801  0.5001  0.139
H  3.4384  -0.0095  -1.1119  0.472
C  2.8067  4.3459  2.0000  -1.294
C  1.6556  4.3086  2.9903  -0.069
O  0.3724  4.7561  2.5769  -0.302
C  -0.5674  4.6460  3.5906  -0.117
C  -1.9254  5.1122  3.0262  -1.008
H  2.8335  5.3803  1.6522  0.389
H  3.7815  4.0896  2.4117  0.330
H  2.6305  3.7820  1.0833  0.182
H  1.4575  3.2927  3.3351  0.203
H  1.8839  5.0937  3.7152  0.461
H  -0.5736  3.6602  4.0585  0.264
H  -0.2342  5.4064  4.3032  0.373
H  -2.1477  4.4662  2.1744  0.037
H  -1.8419  6.1164  2.6122  0.253
H  -2.8255  5.0191  3.6331  0.394
C  -4.2291  4.6227  -7.0542  -1.194
C  -4.0051  3.1314  -7.0714  -0.316
O  -3.5627  2.7244  -5.8201  -0.150
C  -3.2559  1.3759  -5.6218  -0.540
C  -3.2519  1.0306  -4.1115  -0.592
H  -3.3528  5.2688  -7.0185  0.318
H  -4.6846  4.8480  -8.0212  0.428
H  -5.0027  4.9086  -6.3424  0.230
H  -4.9630  2.6883  -7.3540  0.362
H  -3.2565  2.8948  -7.8312  0.284
H  -4.1055  0.8609  -6.0793  0.376
H  -2.3604  0.9870  -6.1102  0.214
H  -3.3778  -0.0338  -3.9116  0.072
H  -4.0668  1.4691  -3.5333  0.276
H  -2.3599  1.4273  -3.6253  0.226
C  -4.5088  -0.3621  0.9239  -0.946
C  -4.1516  -1.5117  1.9337  0.224
O  -5.0445  -1.3146  3.0261  -0.385
C  -5.0049  -2.4486  3.9081  -0.263
C  -5.7596  -2.1074  5.1930  -1.076
H  -4.1721  -0.6270  -0.0785  0.001
H  -5.5772  -0.1621  0.8547  0.387
H  -3.9878  0.5249  1.2853  0.201
H  -4.3829  -2.4350  1.3975  0.619
H  -3.0959  -1.5443  2.2052  -0.247
H  -5.2607  -3.4037  3.4442  0.469
H  -3.9889  -2.7083  4.2196  0.220
H  -6.0338  -3.0435  5.6800  0.374
H  -6.6564  -1.5302  4.9671  0.273
H  -5.1696  -1.5087  5.8859  0.157
C  -0.0044  0.6163  3.5147  0.370
C  -1.4629  0.2638  3.7487  0.721
O  -1.8398  0.9388  4.9704  -0.474
C  -3.1882  0.6985  5.3538  0.113
C  -3.6876  1.8084  6.3278  -1.339
H  0.5006  0.3126  4.4334  0.547
H  0.4492  0.0427  2.7077  -0.881
H  0.2259  1.6732  3.3895  -0.669
H  -2.0804  0.5600  2.8983  -0.337
H  -1.6299  -0.7955  3.9518  0.276
H  -3.8151  0.7933  4.4659  0.125
H  -3.2360  -0.2611  5.8701  0.248
H  -4.7745  1.8648  6.2896  0.377
H  -3.1582  2.7354  6.1100  0.302
H  -3.3861  1.5069  7.3316  0.323
C  1.5377  -2.3238  2.5870  -1.216
C  0.3335  -2.7956  1.7455  1.410
C  0.5927  -3.8161  0.6409  -1.464
O  -0.6976  -3.2408  2.5756  -0.483
H  2.0339  -3.2183  2.9712  0.485
H  1.3217  -1.7092  3.4576  0.292
H  2.2713  -1.9811  1.8567  0.038
H  -0.1084  -1.9357  1.2368  -0.354
H  1.0292  -4.7341  1.0379  0.429
H  1.1157  -3.4238  -0.2309  0.299
H  -0.3872  -4.1176  0.2675  0.394
H  -0.6599  -4.1936  2.6934  0.286
C  5.8884  -3.4319  -1.0921  -0.546
C  5.2133  -4.5114  -0.2445  0.835
C  5.6998  -5.9404  -0.4062  -1.380
O  5.4196  -4.2137  1.1514  -0.569
H  5.1886  -2.6422  -1.3611  -0.162
H  6.2953  -3.9199  -1.9803  0.277
H  6.8148  -2.9952  -0.7164  0.132
H  4.1634  -4.4959  -0.5423  0.155
H  6.5264  -6.0544  0.2929  0.198
H  5.8817  -6.0652  -1.4748  0.370
H  4.9003  -6.6394  -0.1608  0.344
H  6.1819  -3.6253  1.2525  0.468
C  5.3151  -2.2397  -4.7881  -1.119
C  4.2814  -1.6023  -3.9148  -0.248
O  3.4441  -2.5620  -3.3177  -0.435
H  5.6066  -3.1902  -4.3430  0.262
H  6.1440  -1.5365  -4.8732  0.310
H  4.8826  -2.4219  -5.7722  0.374
H  3.6360  -0.8833  -4.4234  0.574
H  4.6328  -1.0868  -3.0192  0.104
H  2.7704  -2.7030  -3.9886  0.246

Force components x, y, z for each atom (eV/Å):
C 0.5 0.0 -0.5
C -0.3 0.7 1.0
O -0.4 0.3 -0.2
C -1.3 1.0 0.9
C 0.6 -2.0 -1.6
H 0.2 -0.3 0.0
H -0.3 0.2 0.1
H 0.0 -0.2 -0.2
H 0.4 0.0 0.4
H 0.3 -0.1 0.2
H 0.4 -0.2 0.0
H 0.3 -0.1 -0.1
H -0.4 0.1 -0.7
H 0.0 0.2 0.4
H -0.1 0.6 0.5
C -0.7 -0.5 -0.5
C 1.3 0.2 0.2
O 0.7 0.0 1.4
C -0.6 0.0 0.9
C 0.2 0.9 -0.3
H 0.2 0.2 0.2
H 0.1 0.1 -0.1
H 0.1 -0.1 -0.1
H -0.3 -0.2 -0.4
H -0.4 0.0 -0.4
H -0.2 0.0 0.1
H -0.3 -0.1 -0.6
H 0.2 -0.2 -0.2
H -0.3 -0.1 0.1
H 0.0 -0.2 -0.2
C -0.3 0.8 -0.3
C 0.6 -0.8 0.3
O 0.7 -0.2 0.8
C -1.7 -1.8 -0.7
C 1.3 0.2 0.1
H -0.2 -0.3 0.7
H -0.4 -0.1 -0.1
H -0.2 0.0 -0.2
H 0.4 0.3 0.1
H 0.3 0.5 -0.6
H 0.2 -0.1 0.4
H 0.2 0.8 0.0
H -0.7 0.9 -0.3
H 0.6 0.3 -0.1
H -0.2 -0.2 0.0
C -1.4 -1.4 0.2
C 0.2 0.4 1.4
O 0.6 -0.3 0.1
C 0.4 0.6 -0.9
C 0.1 0.3 0.2
H 0.2 0.1 0.6
H 0.4 0.2 -0.4
H 0.3 0.6 -0.7
H 0.3 -0.3 -0.4
H 0.0 0.4 0.1
H -0.2 0.4 -0.2
H -1.2 -0.3 0.4
H -0.1 0.1 -0.1
H 0.3 -0.2 -0.2
H 0.0 -0.5 -0.2
C -1.1 0.9 -1.2
C -0.3 0.2 0.6
O 0.5 -0.5 -2.9
C -0.8 1.6 0.6
C 0.3 -0.9 -0.8
H 0.4 0.1 0.0
H -0.3 -0.1 0.3
H 0.0 -0.4 0.2
H 0.7 0.0 0.8
H 0.6 -0.8 1.0
H -0.2 -0.1 0.0
H -0.3 -0.3 0.9
H 0.1 0.0 -0.2
H 0.0 0.1 0.3
H 0.4 0.1 0.6
C -0.7 0.4 -1.0
C 0.4 0.5 -0.3
O 0.9 0.6 1.2
C -1.8 -1.0 0.6
C 0.1 0.6 -0.1
H 0.1 -0.3 0.5
H 0.0 0.1 -0.2
H 0.3 0.0 0.3
H 0.0 -0.5 0.1
H 0.0 -0.2 -0.2
H 0.0 -0.7 -0.1
H 0.3 0.5 -0.1
H 0.5 -0.2 -0.3
H -0.3 0.4 -0.5
H 0.2 -0.3 -0.1
C 1.1 -0.6 0.8
C -1.7 1.1 -1.6
O 0.8 -1.5 0.4
C 0.7 0.6 0.9
C -0.3 -0.3 -0.5
H 0.2 0.2 0.0
H 0.0 -0.2 0.3
H -0.2 0.3 -0.3
H -0.1 -0.4 0.3
H 0.0 0.2 0.2
H -1.0 0.3 -0.4
H 0.5 0.6 -0.1
H -0.1 0.1 0.2
H -0.1 -0.2 0.0
H 0.1 -0.1 -0.1
C 0.2 -0.8 0.6
C 0.1 0.6 1.0
O -0.1 0.3 -0.5
C 0.0 1.4 0.2
C 1.1 -1.2 0.0
H 0.3 0.0 0.0
H -0.3 0.2 -0.2
H -0.5 0.0 -0.2
H -0.3 0.2 0.1
H 0.3 -0.3 -0.4
H -0.1 -0.7 -0.1
H -0.3 -0.3 -0.4
H 0.1 0.3 0.0
H -0.4 0.2 -0.2
H -0.1 0.2 0.2
C 0.3 -1.9 -1.1
C 0.3 1.0 -0.3
C -0.4 -0.1 0.2
O -1.1 -0.4 0.9
H -0.1 -0.2 0.2
H -0.1 0.3 -0.5
H 0.1 0.8 0.4
H 0.1 0.3 0.0
H 0.5 0.1 -0.1
H 0.4 0.0 0.3
H -0.1 0.1 0.0
H 0.2 -0.1 0.0
C 0.7 -0.7 -0.8
C 0.7 0.5 1.2
C -0.5 0.5 -0.8
O -1.6 0.0 -0.3
H 0.1 0.0 -0.1
H -0.5 0.2 -0.5
H -0.2 0.0 0.8
H -0.3 0.2 0.5
H 0.3 -0.4 -0.6
H 0.7 -0.5 0.1
H 0.1 0.0 0.3
H 0.1 -0.2 0.0
C 0.0 0.5 -0.1
C -0.5 0.7 1.3
O -1.1 -0.8 -0.4
H 0.3 0.1 0.0
H 0.3 -0.3 -0.2
H 0.2 -0.1 -0.1
H 0.3 0.2 -0.3
H 0.9 0.3 -0.4
H -0.3 -0.6 0.3

=====

Entry 3:
The following is a DFT calculation (ωB97M-V with the def2-TZVPD basis set) of a 2-piece molecular cluster, C2H7NO overall in a non-equilibrium geometry.

Output
LUMO level	1.0	eV
SMILES	C=NC.O
energy relative to the best compared isomer or geometry (same formula, charge and spin)	136.9	kJ/mol
electronic energy	-210.34660	hartree
charge	0

Each line ends with the Mulliken charge.
CARTESIAN COORDINATES (ANGSTROEM)
C  -0.1700  -1.2517  0.4259  -0.715
C  -0.7597  -0.9570  -1.8536  -0.238
N  0.1494  -1.0236  -0.9900  -0.397
H  -0.2080  -2.3224  0.6822  0.304
H  0.7252  -0.8803  0.9356  0.252
H  -1.1442  -0.9731  0.8429  0.318
H  -0.4678  -0.8497  -2.9053  0.251
H  -1.8372  -0.8858  -1.6500  0.227
H  1.3187  2.8959  2.4241  0.319
H  1.1565  2.4835  0.9661  0.319
O  0.6649  2.6133  1.7745  -0.640

Force components x, y, z for each atom (eV/Å):
C 0.7 -0.7 0.0
C -0.2 0.7 -0.4
N -0.4 -0.9 0.5
H 0.5 0.0 -0.7
H -0.7 0.3 0.5
H 0.1 1.0 -0.4
H -0.1 0.0 0.2
H 0.1 -0.3 0.2
H -0.1 0.0 -0.1
H 0.2 -0.1 -0.3
O -0.1 0.1 0.4

=====

Entry 4:
The following is a DFT calculation (ωB97M-V with the def2-TZVPD basis set) of a 2-piece molecular cluster, C4H11N3O2 overall in a non-equilibrium geometry.

Output
LUMO level	0.7	eV
SMILES	[H]/N=C(/N)NC.CC(=O)O
energy relative to the best compared isomer or geometry (same formula, charge and spin)	222.5	kJ/mol
electronic energy	-473.71800	hartree
charge	0

Each line ends with the Mulliken charge.
CARTESIAN COORDINATES (ANGSTROEM)
C  -3.2411  -1.0480  1.4839  -0.825
C  -1.5268  0.3327  0.2906  0.528
N  -0.5629  -0.0939  0.9413  -0.600
N  -2.9102  -0.0645  0.2811  -0.279
N  -1.3729  1.5244  -0.5416  -0.509
H  -0.5664  -0.7380  1.8380  0.175
H  1.0451  0.0959  0.0043  0.373
H  -3.6768  0.5384  -0.0550  0.275
H  -2.0579  1.4112  -1.4276  0.237
H  -0.4901  1.9720  -0.5906  0.243
H  -2.7697  -0.6910  2.4311  0.258
H  -2.8689  -2.1109  1.2381  0.272
H  -4.3730  -1.2570  1.3978  0.315
C  4.2394  0.2928  -1.1983  -0.835
C  2.9122  -0.3493  -0.8265  0.678
O  2.1252  0.3629  -0.0046  -0.512
O  2.4977  -1.3860  -1.3306  -0.593
H  3.9865  1.0670  -2.0272  0.206
H  4.8793  -0.5456  -1.5565  0.264
H  4.7314  0.6867  -0.3476  0.330

Force components x, y, z for each atom (eV/Å):
C -0.7 -0.7 -3.0
C -3.6 3.1 -1.9
N 2.5 -2.0 3.0
N 1.3 -2.1 2.6
N -4.0 -3.1 -1.4
H -0.7 1.6 -3.0
H 3.3 0.2 0.5
H 1.2 -0.3 0.7
H 2.9 0.9 2.6
H 0.7 0.0 -0.5
H -1.0 -0.2 -0.7
H 0.1 1.8 0.3
H 1.7 1.0 0.9
C -0.9 -0.8 -1.6
C -2.0 -1.0 -0.7
O -2.2 0.1 -0.2
O 0.9 0.9 0.4
H 0.8 -1.3 1.5
H -0.5 0.8 -0.2
H 0.3 1.0 0.7

=====

Which value of LUMO level does entry 4 give?
0.7 eV